{"formula": "C21H19NO2", "method": "ωB97M-V/def2-TZVPD", "species": ["C", "C", "O", "C", "C", "C", "C", "C", "C", "C", "O", "N", "C", "C", "C", "C", "C", "C", "C", "C", "C", "C", "C", "C", "H", "H", "H", "H", "H", "H", "H", "H", "H", "H", "H", "H", "H", "H", "H", "H", "H", "H", "H"], "coordinates": [[-2.860, -1.196, 3.270], [-3.208, 0.086, 2.528], [-2.400, 0.130, 1.366], [-2.434, 1.221, 0.544], [-3.327, 2.272, 0.737], [-3.342, 3.362, -0.115], [-2.461, 3.426, -1.178], [-1.571, 2.390, -1.374], [-1.534, 1.277, -0.537], [-0.491, 0.264, -0.892], [0.305, 0.472, -1.788], [-0.501, -0.891, -0.171], [0.411, -1.945, -0.335], [-0.081, -3.244, -0.410], [0.775, -4.312, -0.601], [2.135, -4.088, -0.732], [2.632, -2.802, -0.634], [1.790, -1.716, -0.414], [2.365, -0.375, -0.214], [3.284, 0.145, -1.118], [3.827, 1.401, -0.920], [3.468, 2.148, 0.189], [2.565, 1.631, 1.102], [2.017, 0.378, 0.903], [-3.443, -1.261, 4.184], [-3.077, -2.061, 2.650], [-1.802, -1.205, 3.522], [-3.002, 0.959, 3.162], [-4.270, 0.088, 2.252], [-4.025, 2.246, 1.559], [-4.049, 4.159, 0.061], [-2.466, 4.275, -1.845], [-0.863, 2.409, -2.189], [-1.307, -1.073, 0.409], [-1.146, -3.408, -0.328], [0.379, -5.315, -0.659], [2.808, -4.916, -0.896], [3.696, -2.627, -0.701], [3.547, -0.428, -1.995], [4.530, 1.801, -1.636], [3.889, 3.131, 0.341], [2.284, 2.209, 1.972], [1.317, -0.024, 1.622]], "nbo_charge": [-0.62, -0.06, -0.54, 0.41, -0.32, -0.17, -0.25, -0.12, -0.24, 0.68, -0.61, -0.63, 0.15, -0.19, -0.22, -0.22, -0.18, -0.05, -0.04, -0.14, -0.22, -0.22, -0.20, -0.21, 0.22, 0.21, 0.22, 0.18, 0.18, 0.22, 0.21, 0.22, 0.25, 0.43, 0.20, 0.21, 0.21, 0.22, 0.21, 0.21, 0.21, 0.21, 0.21], "homo_lumo_gap_ev": 8.87, "lumo_ev": 0.636, "relative_energy_kcal_mol": 3.98, "smiles": "CCOc1ccccc1C(=O)Nc1ccccc1-c1ccccc1", "charge": 0, "spin_multiplicity": 1}